Molecular formula: CN2O3
Method: DFT, ωB97M-V/def2-TZVPD

Each line ends with the natural charge from an NBO analysis.
Atoms and positions in Å:
N -1.38904 -0.35278 0.33835  -0.0862
N -2.43443 -0.20999 0.02360  0.4299
O -3.48094 -0.17744 -0.48287  -0.3435
O 2.85294 0.37628 1.17303  -0.5117
C 2.47577 0.26621 0.02437  1.0287
O 1.97570 0.09773 -1.07649  -0.5173

Values from the calculation:
HOMO in eV: -12.1191
Maximum force in eV Å⁻¹: 5.6
Relative energy (zero: lowest compared OMol25 entry of this formula, charge and spin) in kcal/mol: 11.72
HOMO-LUMO gap in eV: 12.55
SMILES: N#[N+][O-].O=C=O

Molecular formula: H23O12
Method: DFT, ωB97M-V/def2-TZVPD

Each line ends with the natural charge from an NBO analysis.
Atoms and positions in Å:
O -0.11437 -1.81807 -1.00869  -1.0748
H -0.44079 -2.62733 -1.42742  0.4729
H 0.28092 -1.12656 -1.74099  0.4835
O -2.42809 3.89477 -1.00506  -0.9437
H -2.99203 3.13241 -0.85508  0.4750
H -1.84463 3.89550 -0.26293  0.4689
O 0.44447 0.20524 4.60349  -0.9734
H 0.52514 -0.29709 3.76925  0.4923
O 0.11241 -0.19382 -2.82659  -1.1971
H 0.43096 -1.44795 1.51692  0.5054
H 0.65440 0.40088 -3.28915  0.4597
O 2.46153 -3.54919 1.92516  -0.9303
H 2.67945 -2.61188 1.78686  0.4632
H -3.04417 -1.81563 0.56592  0.4792
O 1.42978 3.53171 1.29818  -0.9748
H 1.48393 3.49137 2.22378  0.4884
H -0.01578 0.96629 4.25071  0.4511
O 0.43224 -1.34269 2.47887  -0.9590
H 1.01499 -2.11669 2.66121  0.4788
H 1.24883 2.75270 0.73651  0.4833
O 2.14596 -0.66335 -0.43432  -0.9887
H 1.49681 -0.68269 -1.22410  0.4989
H 2.02295 -1.62412 -0.10198  0.4724
O -1.24584 0.66360 -0.88578  -1.0485
H -0.47252 0.58066 -1.56418  0.4943
H -1.34401 -0.30646 -0.74886  0.4700
O -2.29808 -0.09996 -4.17215  -1.0110
H -2.81368 0.70413 -4.00560  0.4591
H -1.51919 -0.17166 -3.57130  0.5214
O 2.65449 1.91989 -1.02020  -0.9325
H 2.10051 2.55926 -0.48238  0.4383
H 2.31735 1.09017 -0.73280  0.4854
O -3.62284 -2.42186 1.04421  -0.9383
H 2.80242 -3.81928 1.06400  0.4714
H -4.40704 -1.90560 1.16529  0.4594

Values from the calculation:
HOMO in eV: -6.3041
Maximum force in eV Å⁻¹: 3.3
Relative energy (zero: lowest compared OMol25 entry of this formula, charge and spin) in kcal/mol: 89.45
HOMO-LUMO gap in eV: 8.76
Net charge: -1

Molecular formula: C35H41CsF5N6O4PS2Te
Method: DFT, ωB97M-V/def2-TZVPD

Each line ends with the Löwdin charge.
Atoms and positions in Å:
Cs -0.69843 -0.50910 1.21689  1.1648
O 1.73101 -3.17030 -0.05982  -0.0922
N 1.25945 -3.03852 -1.35553  0.0216
C 2.15244 -2.89969 -2.25017  -0.1402
C 1.70399 -2.71595 -3.64978  -0.2057
C 2.21175 -3.59082 -4.61491  -0.0477
C 1.76607 -3.53759 -5.92262  -0.0981
C 0.80656 -2.59564 -6.27979  -0.0931
C 0.33321 -1.70268 -5.33589  -0.0899
C 0.78338 -1.73091 -4.01397  -0.2823
P 0.26982 -0.44571 -2.77736  1.1452
C -1.52213 -0.80754 -2.66005  -0.3564
C -1.93254 -1.67794 -1.64496  -0.1508
C -3.26570 -2.03081 -1.51433  -0.0615
C -4.20568 -1.50306 -2.39035  -0.0716
C -3.81382 -0.64164 -3.40352  -0.0937
C -2.47368 -0.30138 -3.54249  -0.1172
C 0.36827 1.06719 -3.78885  -0.3788
C 1.42590 1.25681 -4.68510  -0.0978
C 1.62066 2.48083 -5.30844  -0.1065
C 0.76639 3.54389 -5.04994  -0.1139
C -0.27364 3.37508 -4.14829  -0.0927
C -0.46535 2.15278 -3.51800  -0.1231
H 2.48914 -2.51264 0.03771  0.0497
H 3.21573 -2.92843 -2.01308  0.1315
H 2.94161 -4.33408 -4.31703  0.1079
H 2.15284 -4.23166 -6.65863  0.0927
H 0.43259 -2.54907 -7.29536  0.0946
H -0.39268 -0.95212 -5.62591  0.1044
H -1.20528 -2.11155 -0.96931  0.0362
H -3.57986 -2.69896 -0.72255  0.0750
H -5.24966 -1.76004 -2.26074  0.1046
H -4.54736 -0.22717 -4.08555  0.0916
H -2.17335 0.37443 -4.33513  0.0891
H 2.11938 0.45136 -4.88674  0.1058
H 2.45291 2.60256 -5.99128  0.0967
H 0.91657 4.49905 -5.53810  0.0905
H -0.93792 4.19981 -3.92041  0.0988
H -1.26685 2.04552 -2.79732  0.1040
O 1.74088 0.03518 0.41685  -0.4017
C 2.81382 -0.15132 -0.23271  -0.6235
O 3.50498 -1.19095 -0.19743  -0.0256
C 3.24244 0.97988 -1.11527  -0.1712
C 4.39293 0.88530 -1.89284  -0.0250
C 4.76059 1.92674 -2.72722  -0.1034
C 3.96890 3.07049 -2.78387  -0.1111
C 2.82205 3.17893 -2.01577  -0.1229
C 2.45318 2.12792 -1.17277  -0.5704
S 0.99124 2.19650 -0.21911  0.8010
H 4.97059 -0.02708 -1.81873  0.1113
H 5.65258 1.85150 -3.33765  0.0883
H 4.24312 3.88359 -3.44644  0.0956
H 2.20254 4.06357 -2.08507  0.0981
C -1.73955 1.44563 5.00546  -0.0754
N -1.73296 2.85413 4.61490  -0.1817
C -3.07262 3.40670 4.50884  -0.0714
C -0.82044 3.19899 3.63135  -0.4581
N -0.14523 2.29345 3.03737  0.1407
N -0.74039 4.58507 3.39094  -0.1845
C -0.57347 5.44870 4.54487  -0.0864
C 0.05570 4.99994 2.25925  -0.0989
H -2.27736 1.35827 5.95109  0.0872
H -0.72296 1.08719 5.14039  0.0381
H -2.23789 0.80662 4.27006  0.0667
H -3.68564 2.82639 3.80799  0.0985
H -3.04248 4.44038 4.17212  0.0697
H -3.55722 3.36787 5.48689  0.0817
H 0.58486 2.68755 2.45221  -0.0167
H -1.14036 5.06203 5.38637  0.0752
H -0.92800 6.45534 4.30852  0.0783
H 0.48245 5.51982 4.84581  0.0865
H 1.13729 4.87991 2.42593  0.0906
H -0.13990 6.05549 2.05908  0.0801
H -0.20940 4.42638 1.37332  0.0548
S 0.61363 -1.32024 6.29420  0.4860
C 0.52090 -2.60533 5.18231  -0.8828
N 1.66779 -3.13158 4.69027  -0.0047
C 1.76354 -4.12993 3.63217  -0.1794
C 0.43903 -4.25446 2.90315  -0.1730
C -0.68243 -4.31771 3.91478  -0.1801
N -0.62359 -3.14341 4.77829  0.0394
H 2.48966 -2.65148 5.01092  0.0953
H 2.04137 -5.09929 4.06657  0.1070
H 2.56385 -3.83328 2.95052  0.1135
H 0.43954 -5.14936 2.27874  0.1214
H 0.27858 -3.41448 2.22930  0.0741
H -0.59737 -5.22271 4.53078  0.1211
H -1.64645 -4.30198 3.42088  0.0753
H -1.47822 -2.64386 4.98135  0.1135
F -4.50902 -3.53542 0.96725  -0.5432
Te -3.82497 -2.25255 2.38975  1.8558
F -3.74848 -0.49959 1.25662  -0.6151
F -5.76029 -1.87228 2.98496  -0.5565
F -3.25281 -1.17840 3.95072  -0.5065
F -3.82612 -3.74290 3.67147  -0.4989
O -2.03810 -2.58018 1.94696  -0.9683

Values from the calculation:
HOMO (spin up / spin down) in eV: -3.1599 / -1.6354
Maximum force in eV Å⁻¹: 1.7
Relative energy (zero: lowest compared OMol25 entry of this formula, charge and spin) in kcal/mol: 48.71
HOMO-LUMO gap (spin up / spin down) in eV: 6.75 / 4.98
Net charge: -2

Molecular formula: C4H8N2
Method: DFT, ωB97M-V/def2-TZVPD

Each line ends with the natural charge from an NBO analysis.
Atoms and positions in Å:
C 0.40217 1.08612 0.87525  -0.2600
C -0.81897 0.37447 -1.19666  -0.2734
C -0.88363 -1.11967 -0.39543  -0.2869
C 0.89272 -0.41711 1.21525  -0.1028
H 1.06261 1.85505 1.20450  0.2165
H -0.78384 1.10449 1.25253  0.2192
H 1.10476 1.26412 -1.39336  0.3801
H -2.08433 0.46462 -1.37962  0.1922
H -0.60988 0.03938 -2.34127  0.1844
H -0.92326 -1.70122 -1.33207  0.1913
H 0.30928 -2.23168 0.49561  0.4069
H 1.58989 -0.76092 1.97677  0.2115
N 0.20034 1.34290 -0.70452  -0.6687
N 0.19695 -1.28242 0.49401  -0.4103

Values from the calculation:
HOMO in eV: -7.0083
Maximum force in eV Å⁻¹: 4.9
Relative energy (zero: lowest compared OMol25 entry of this formula, charge and spin) in kcal/mol: 133.86
HOMO-LUMO gap in eV: 7.96